(1)
Here is a 2-piece molecular cluster, C8H18N2O2S overall in a non-equilibrium geometry from OMol25. Energies are from ωB97M-V with the def2-TZVPD basis set.

Last column: Mulliken charge in e.
Positions of all 31 atoms, in Å:
C -1.659 0.424 1.216  -0.85
C -0.884 -1.190 -0.323  0.92
C 0.865 -0.047 -0.530  0.99
C -1.919 -0.709 -1.413  -1.79
C -0.535 -2.715 -0.351  -1.79
C 1.016 -0.341 -2.103  -1.50
C 1.744 -0.797 0.299  -1.40
C 0.218 3.442 1.312  -0.97
N -1.155 -0.760 0.952  0.08
N 0.468 1.173 -0.099  -0.44
O 2.426 2.233 0.906  -0.71
O 0.892 1.097 2.503  -0.66
S 1.086 1.894 1.285  1.22
H -2.285 0.874 0.482  0.26
H -1.663 0.898 2.198  0.47
H -1.608 0.210 -1.825  0.40
H -2.829 -0.600 -0.901  0.51
H -1.934 -1.434 -2.253  0.43
H -1.397 -3.208 -0.807  0.46
H -0.313 -3.068 0.623  0.43
H 0.292 -2.990 -1.018  0.33
H 2.043 -0.212 -2.434  0.41
H 0.437 0.200 -2.824  0.38
H 0.715 -1.318 -2.299  0.38
H 2.724 -0.550 -0.106  0.44
H 1.735 -1.891 0.260  0.36
H 1.860 -0.482 1.388  0.31
H -0.847 3.219 1.184  0.29
H 0.323 3.796 2.359  0.37
H 0.772 4.111 0.575  0.30
H -0.588 -1.261 1.744  0.37

Calculated values
Calculated total energy: -973.65236 a.u.
ΔE to the lowest compared entry with this formula, charge and spin: 2.144 eV


(2)
Here is C6H15NO as an isolated structure in a non-equilibrium geometry from OMol25. Energies are from ωB97M-V with the def2-TZVPD basis set.

Last column: Mulliken charge in e.
Positions of all 23 atoms, in Å:
C -2.331 -0.168 0.753  -1.74
C -0.761 1.476 -0.462  -0.97
C -1.279 -0.712 -1.400  -1.23
C 2.180 0.738 1.114  -1.08
C 2.015 -1.286 -0.174  -1.15
C -1.218 0.100 -0.132  1.76
N 1.324 -0.149 0.415  0.22
O 0.132 -0.583 0.953  -0.48
H -2.512 -1.255 1.010  0.36
H -2.284 0.469 1.767  0.31
H -3.343 0.141 0.376  0.39
H -0.891 1.597 -1.594  0.23
H 0.438 1.400 -0.398  0.16
H -1.144 2.294 0.162  0.31
H -0.400 -1.262 -1.599  0.24
H -2.240 -1.337 -1.392  0.32
H -1.473 0.056 -2.259  0.26
H 2.117 1.769 0.519  0.24
H 1.735 0.942 2.029  0.40
H 3.139 0.498 1.308  0.46
H 1.829 -2.263 0.358  0.27
H 1.819 -1.336 -1.207  0.38
H 3.148 -1.127 -0.147  0.33

Calculated values
Calculated total energy: -367.42523 a.u.
ΔE to the lowest compared entry with this formula, charge and spin: 5.607 eV


(3)
Here is C9H25BCl3FeNO3P2 as an isolated structure in a non-equilibrium geometry from OMol25. Energies are from ωB97M-V with the def2-TZVPD basis set.

Last column: Mulliken charge in e.
Positions of all 45 atoms, in Å:
Fe 0.106 0.029 -0.005  0.37
H 0.504 0.107 -3.378  -0.06
H -1.206 0.001 -1.766  -0.36
P 0.009 -2.313 -0.073  1.02
P -0.051 2.374 0.010  1.11
C 1.588 2.983 0.552  -1.18
H 1.623 4.080 0.520  0.45
H 1.778 2.625 1.572  0.22
H 2.344 2.565 -0.123  0.38
C -0.279 3.226 -1.590  -1.26
H -1.312 3.093 -1.936  0.33
H -0.071 4.298 -1.463  0.44
H 0.416 2.794 -2.320  0.38
C -1.126 3.345 1.132  -1.29
H -0.958 3.005 2.163  0.37
H -0.891 4.419 1.060  0.43
H -2.175 3.180 0.853  0.37
C 0.820 -2.987 -1.564  -1.27
H 0.952 -4.073 -1.461  0.45
H 0.223 -2.757 -2.454  0.38
H 1.798 -2.501 -1.645  0.38
C 1.020 -3.066 1.258  -1.37
H 0.550 -2.850 2.227  0.32
H 1.109 -4.151 1.111  0.52
H 2.017 -2.608 1.232  0.39
C -1.485 -3.363 0.051  -1.24
H -2.158 -3.151 -0.790  0.35
H -1.203 -4.428 0.032  0.43
H -1.991 -3.142 1.000  0.40
C -1.828 -0.187 1.299  0.22
O -2.823 -0.023 1.837  -0.20
H -2.267 -0.848 -2.770  0.38
H -2.325 0.808 -2.739  0.38
H -0.808 1.072 -4.559  -0.15
H -0.721 -0.943 -4.581  -0.15
B -0.603 0.064 -3.899  0.11
N -1.704 0.004 -2.700  -0.12
H 0.762 0.073 -1.385  0.31
Cl 2.347 -1.645 4.642  -0.10
C 1.930 -0.035 4.012  0.66
Cl 1.333 1.049 5.283  -0.11
Cl 3.374 0.686 3.238  -0.13
C 0.725 -0.228 2.974  -0.21
O -0.288 -0.811 3.353  -0.54
O 0.944 0.227 1.791  -0.79

Calculated values
Charge: +1
Calculated total energy: -3989.92519 a.u.
Multiplicity: 6


(4)
Here is C37H35ClN2S2Si2Zn as an isolated structure in a non-equilibrium geometry from OMol25. Energies are from ωB97M-V with the def2-TZVPD basis set.

Last column: Mulliken charge in e.
Positions of all 80 atoms, in Å:
C -1.023 -0.336 1.829  -0.63
C -1.997 0.147 0.901  -0.81
C -2.128 -0.811 -0.147  -0.53
H -2.566 1.075 1.031  0.56
C -1.247 -1.894 0.140  -0.70
C -0.589 -1.610 1.376  -0.86
H 0.074 -2.279 1.930  0.63
H -0.732 0.149 2.771  0.48
H -2.784 -0.732 -1.018  0.59
H -1.098 -2.782 -0.485  0.58
Zn 1.423 0.589 -1.066  -0.35
Si 2.485 0.346 -7.511  0.40
C 1.896 1.853 -8.444  0.03
C 2.584 2.459 -9.507  -0.45
H 3.551 2.060 -9.814  0.37
C 2.011 3.550 -10.169  -0.53
H 2.535 4.006 -11.005  0.37
C 0.770 4.062 -9.779  -0.54
H 0.325 4.913 -10.293  0.37
C 0.079 3.454 -8.730  -0.73
H -0.895 3.829 -8.406  0.46
C 0.624 2.340 -8.089  -0.04
H 0.047 1.840 -7.305  0.65
C 2.142 -1.169 -8.547  0.56
C 1.090 -1.083 -9.478  -0.36
H 0.643 -0.111 -9.710  0.29
C 0.590 -2.235 -10.093  -0.61
H -0.237 -2.145 -10.795  0.37
C 1.149 -3.483 -9.816  -0.45
H 0.740 -4.379 -10.288  0.37
C 2.242 -3.565 -8.950  -0.47
H 2.693 -4.536 -8.759  0.37
C 2.757 -2.417 -8.335  -0.53
H 3.627 -2.481 -7.680  0.34
H 1.394 0.282 -6.534  -0.13
Si 0.622 0.282 -3.262  0.85
C -0.214 -1.321 -3.683  0.87
C -1.431 -1.307 -4.393  -0.28
H -1.852 -0.349 -4.715  0.31
C -2.103 -2.494 -4.710  -0.73
H -3.061 -2.427 -5.233  0.40
C -1.535 -3.734 -4.393  -0.47
H -2.024 -4.656 -4.727  0.38
C -0.314 -3.765 -3.706  -0.69
H 0.144 -4.727 -3.477  0.40
C 0.316 -2.575 -3.330  -0.53
H 1.254 -2.621 -2.779  0.20
C -0.556 1.636 -3.856  0.51
C -1.842 1.649 -3.271  -0.26
H -2.142 0.859 -2.567  0.49
C -2.769 2.642 -3.596  -0.65
H -3.758 2.611 -3.137  0.44
C -2.430 3.645 -4.511  -0.70
H -3.161 4.413 -4.778  0.39
C -1.177 3.605 -5.129  -0.47
H -0.919 4.345 -5.884  0.52
C -0.244 2.613 -4.811  -1.17
H 0.720 2.580 -5.319  0.74
H 3.821 0.431 -6.788  -0.18
Cl 2.589 0.424 -3.950  -0.32
C -0.948 3.148 -0.203  -0.51
C 0.230 2.844 0.650  0.49
N 1.143 1.915 0.414  0.21
C 1.954 1.651 1.536  -0.14
C 1.697 2.495 2.599  -0.28
S 0.446 3.609 2.214  -0.18
C 2.609 0.390 1.540  0.11
C 3.098 -0.340 2.613  -0.30
S 3.240 -2.008 2.203  -0.12
C 2.605 -1.684 0.619  0.44
N 2.397 -0.396 0.396  0.21
C 2.187 -2.747 -0.314  -0.89
H -1.786 3.477 0.440  0.46
H -0.717 3.952 -0.922  0.37
H -1.262 2.256 -0.768  -0.47
H 2.172 2.398 3.568  0.40
H 3.285 0.060 3.601  0.40
H 2.624 -3.704 -0.015  0.52
H 1.093 -2.839 -0.309  0.03
H 2.528 -2.483 -1.318  0.13

Calculated values
Calculated total energy: -5155.31764 a.u.
ΔE to the lowest compared entry with this formula, charge and spin: 1.171 eV


(5)
Here is an isolated ion of composition C6H12NO and charge +2 in a non-equilibrium geometry from OMol25. Energies are from ωB97M-V with the def2-TZVPD basis set.

Last column: Mulliken charge in e.
Positions of all 20 atoms, in Å:
O -0.984 0.262 -2.890  -0.39
C -1.048 0.640 -1.755  -0.11
C 0.108 0.301 -0.781  0.04
C -0.397 -0.530 0.408  -1.03
C 0.124 -0.091 1.796  1.00
C -0.504 0.978 2.405  -0.82
C 1.120 -0.896 2.492  -1.20
N 1.138 -0.448 -1.624  -0.33
H -1.828 1.341 -1.428  0.41
H 0.612 1.169 -0.347  0.53
H -0.338 -1.613 0.290  0.61
H -1.486 -0.370 0.483  0.44
H -0.215 1.496 3.316  0.35
H -1.264 1.615 1.946  0.30
H 1.315 -0.422 3.465  0.40
H 2.124 -0.994 2.050  0.35
H 0.823 -1.912 2.786  0.36
H 0.995 -1.458 -1.676  0.34
H 2.029 -0.292 -1.162  0.36
H 1.144 -0.050 -2.572  0.37

Calculated values
Charge: +2
Calculated total energy: -365.03328 a.u.
ΔE to the lowest compared entry with this formula, charge and spin: 1.701 eV
Multiplicity: 2


(6)
Here is a 10-piece molecular cluster, C30H32F10O27Si overall from OMol25. Energies are from ωB97M-V with the def2-TZVPD basis set.

Last column: Mulliken charge in e.
Positions of all 100 atoms, in Å:
O -1.428 -1.842 1.305  -0.50
C -0.578 -2.677 1.313  0.43
O 0.406 -2.758 0.404  0.04
C 1.316 -3.789 0.803  -0.51
C 0.441 -4.635 1.710  0.34
F 1.137 -5.184 2.733  -0.30
O -0.476 -3.679 2.225  -0.28
H 2.141 -3.345 1.361  0.28
H 1.703 -4.315 -0.064  0.27
H -0.119 -5.421 1.201  0.25
O -1.009 -4.942 -3.740  -0.61
C -1.644 -4.143 -3.129  0.84
O -1.727 -4.082 -1.787  -0.36
C -2.453 -2.892 -1.428  -0.34
C -3.248 -2.629 -2.689  0.39
F -3.427 -1.306 -2.918  -0.32
O -2.386 -3.158 -3.693  -0.31
H -1.748 -2.090 -1.213  0.12
H -3.069 -3.070 -0.552  0.47
H -4.205 -3.141 -2.738  0.19
O -5.155 -5.189 -2.803  -0.52
C -5.096 -5.633 -3.903  0.70
O -5.354 -6.910 -4.243  -0.35
C -5.298 -7.018 -5.671  -0.49
C -4.435 -5.826 -6.041  0.32
F -4.787 -5.283 -7.227  -0.28
O -4.735 -4.915 -4.997  -0.27
H -6.301 -6.910 -6.084  0.29
H -4.877 -7.975 -5.962  0.28
H -3.361 -6.017 -6.045  0.30
O -4.281 1.786 2.162  -0.50
C -3.357 2.398 1.740  0.60
O -2.061 2.090 1.958  -0.24
C -1.246 2.967 1.169  -0.37
C -2.176 4.140 0.952  0.43
F -1.996 4.730 -0.257  -0.29
O -3.451 3.522 0.978  -0.38
H -1.001 2.476 0.226  0.23
H -0.332 3.229 1.690  0.29
H -2.128 4.906 1.727  0.26
O 3.626 -2.633 -1.841  -0.57
C 2.749 -2.131 -2.472  0.50
O 1.507 -1.914 -2.024  0.00
C 0.807 -1.113 -2.999  0.47
C 1.590 -1.420 -4.260  0.29
F 1.666 -0.369 -5.109  -0.28
O 2.888 -1.686 -3.746  -0.36
H 0.897 -0.066 -2.707  -0.27
H -0.240 -1.394 -3.060  -0.09
H 1.241 -2.291 -4.817  0.32
O 6.654 0.924 1.963  -0.50
C 6.613 0.493 0.863  0.64
O 6.379 -0.796 0.533  -0.35
C 6.258 -0.892 -0.891  -0.03
C 7.010 0.342 -1.346  0.31
F 6.488 0.884 -2.478  -0.21
O 6.807 1.234 -0.270  -0.33
H 5.207 -0.838 -1.174  -0.04
H 6.678 -1.826 -1.250  0.30
H 8.082 0.199 -1.494  0.19
O -0.145 2.852 10.401  -0.49
C -0.234 2.324 9.346  0.58
O -0.567 1.028 9.144  -0.35
C -0.714 0.809 7.737  -0.15
C 0.118 1.933 7.158  0.38
F -0.381 2.399 5.987  -0.27
O -0.003 2.937 8.147  -0.32
H -1.763 0.921 7.460  0.16
H -0.367 -0.181 7.457  0.18
H 1.173 1.694 7.017  0.25
O 0.936 5.147 0.461  -0.49
C 0.797 6.260 0.081  0.69
O -0.099 7.140 0.577  -0.34
C 0.129 8.415 -0.032  -0.48
C 0.844 8.024 -1.311  0.29
F 1.757 8.942 -1.697  -0.29
O 1.508 6.832 -0.927  -0.27
H 0.780 9.014 0.606  0.29
H -0.811 8.933 -0.193  0.29
H 0.185 7.807 -2.153  0.30
O 0.676 1.967 -3.051  -0.55
C 1.723 2.524 -3.109  0.59
O 2.901 1.952 -2.778  -0.16
C 3.958 2.860 -3.107  -0.43
C 3.227 4.190 -3.108  0.44
F 3.723 5.056 -4.018  -0.33
O 1.913 3.809 -3.492  -0.35
H 4.342 2.627 -4.100  0.23
H 4.758 2.794 -2.376  0.23
H 3.181 4.686 -2.138  0.25
C -0.151 -1.455 4.677  -0.33
C -1.216 -0.940 4.474  -0.42
C -2.523 -0.334 4.283  0.20
Si -3.805 -1.602 4.808  0.52
F -3.262 -2.346 6.115  -0.27
H 0.643 -2.155 4.724  0.54
H -2.656 -0.095 3.229  -0.18
H -2.605 0.557 4.906  0.30
H -4.009 -2.556 3.706  -0.15
H -5.072 -0.951 5.191  -0.15

Calculated values
Calculated total energy: -4482.14604 a.u.
ΔE to the lowest compared entry with this formula, charge and spin: 0.000 eV


(7)
Here is a 2-piece molecular cluster, C6H12OP overall in a non-equilibrium geometry from OMol25. Energies are from ωB97M-V with the def2-TZVPD basis set.

Last column: Mulliken charge in e.
Positions of all 20 atoms, in Å:
C 1.121 0.682 -1.975  -0.44
C 1.287 -0.640 -1.961  -0.46
C 0.999 1.385 -0.678  -0.54
C 1.009 -1.273 -0.639  -0.55
C 1.044 0.696 2.764  -0.53
C -2.073 -1.098 -2.807  -0.79
O 0.387 -0.173 1.874  -0.27
P 0.039 0.014 0.342  0.38
H 1.337 1.216 -2.869  0.44
H 1.203 -1.258 -2.843  0.42
H 2.090 1.444 -0.303  0.37
H 0.514 2.401 -0.683  0.45
H 0.496 -2.134 -0.758  0.46
H 1.887 -1.544 -0.001  0.38
H 0.511 0.809 3.720  0.25
H 1.202 1.605 2.139  0.28
H 2.067 0.385 2.905  0.29
H -1.765 -0.554 -1.950  0.25
H -2.351 -2.129 -2.724  0.32
H -1.938 -0.610 -3.862  0.27

Calculated values
Charge: +1
Calculated total energy: -651.97499 a.u.
ΔE to the lowest compared entry with this formula, charge and spin: 0.000 eV
Multiplicity: 3


(8)
Here is a single C4H5NO molecule from OMol25. Energies are from ωB97M-V with the def2-TZVPD basis set.

Last column: Mulliken charge in e.
Positions of all 11 atoms, in Å:
N -1.507 1.917 1.594  -0.39
C -0.644 1.482 0.969  0.27
C 0.483 0.952 0.189  -0.57
C 0.485 -0.566 0.108  0.08
C -0.474 -1.276 -0.734  -0.37
O 0.876 -1.097 -1.143  -0.42
H 1.408 1.316 0.648  0.28
H 0.446 1.361 -0.827  0.27
H 0.893 -1.083 0.977  0.35
H -0.748 -2.303 -0.493  0.27
H -1.218 -0.702 -1.287  0.23

Calculated values
Calculated total energy: -285.35663 a.u.
ΔE to the lowest compared entry with this formula, charge and spin: 1.577 eV